Entry 1:
# C24H34Cl6F2O3

A cluster of 8 separate species, C24H34Cl6F2O3 in total in a non-equilibrium geometry (ωB97M-V with the def2-TZVPD basis set, the Open Molecules 2025 dataset).

## Properties
Kohn-Sham gap ... 9.61 eV
Highest occupied orbital energy ... -9.33 eV
SMILES ... Fc1ccccc1.Fc1ccccc1.CC(C)=O.CC(C)=O.CC(C)=O.ClCCl.ClCCl.ClCCl

Structure (ORCA input):
```
! RIJCOSX wB97M-V def2-TZVPD def2/J DEFGRID3
* xyz 0 1
F 2.438 -7.009 0.260
C 2.621 -8.298 0.459
C 2.079 -8.865 1.590
C 2.308 -10.191 1.884
C 3.110 -10.995 1.035
C 3.588 -10.386 -0.162
C 3.377 -9.022 -0.379
H 1.675 -8.232 2.366
H 1.908 -10.639 2.781
H 3.346 -12.036 1.198
H 4.096 -11.022 -0.871
H 3.717 -8.480 -1.248
F -1.897 9.398 -2.522
C -3.016 8.910 -1.948
C -2.987 7.590 -1.449
C -4.138 6.995 -0.863
C -5.334 7.736 -0.663
C -5.366 9.052 -1.211
C -4.234 9.613 -1.862
H -2.140 6.937 -1.600
H -4.184 5.950 -0.594
H -6.233 7.336 -0.219
H -6.248 9.668 -1.117
H -4.279 10.602 -2.294
C -2.135 4.224 -6.703
Cl -1.937 5.649 -7.734
Cl -0.706 3.213 -6.826
H -2.489 4.357 -5.681
H -2.900 3.610 -7.179
C 4.366 -2.956 -9.735
Cl 4.182 -2.419 -8.042
Cl 4.847 -1.549 -10.805
H 5.190 -3.670 -9.744
H 3.405 -3.407 -9.984
C 4.273 7.298 -0.871
Cl 5.972 7.206 -0.497
Cl 3.699 5.946 -1.755
H 3.788 7.396 0.100
H 4.093 8.156 -1.518
C -8.327 1.740 4.052
C -7.130 1.773 4.918
O -7.199 1.366 6.131
C -5.868 2.110 4.130
H -8.226 1.018 3.241
H -8.805 2.687 3.798
H -9.198 1.435 4.633
H -6.006 1.828 3.086
H -5.038 1.569 4.584
H -5.508 3.132 4.245
C 6.079 -5.413 6.732
C 4.917 -4.475 6.478
O 3.783 -4.767 6.806
C 5.146 -3.026 6.008
H 5.932 -6.407 6.308
H 6.174 -5.596 7.802
H 7.007 -5.001 6.335
H 4.534 -2.865 5.120
H 6.184 -2.702 5.931
H 4.797 -2.402 6.831
C 0.001 -1.223 -2.295
C -0.663 -0.113 -1.489
O -1.626 0.513 -1.922
C 0.033 0.352 -0.141
H 0.027 -0.904 -3.337
H -0.458 -2.167 -2.002
H 1.022 -1.389 -1.952
H 0.295 -0.587 0.345
H -0.651 0.938 0.474
H 0.917 0.913 -0.445
*
```



Entry 2:
# C24H34ClN2O3

The ion C24H34ClN2O3 with charge +1 (ωB97M-V with the def2-TZVPD basis set, the Open Molecules 2025 dataset).

## Properties
Kohn-Sham gap ... 8.83 eV
Highest occupied orbital energy ... -10.89 eV
SMILES ... CCc1ccc(OCCOC[C@@H](O)CN2CC[NH+](Cc3ccc(Cl)cc3)CC2)cc1

Structure (ORCA input):
```
! RIJCOSX wB97M-V def2-TZVPD def2/J DEFGRID3
* xyz 1 1
C 4.391 0.144 -4.687
H 4.137 -0.866 -4.999
H 5.456 0.288 -4.850
H 3.853 0.854 -5.310
C 4.067 0.358 -3.214
C 2.613 0.228 -2.846
C 1.628 -0.161 -3.740
C 0.302 -0.283 -3.354
C -0.062 -0.027 -2.042
C 0.916 0.372 -1.136
C 2.228 0.499 -1.536
H 2.973 0.810 -0.817
H 0.630 0.560 -0.113
O -1.341 -0.144 -1.537
C -2.397 -0.395 -2.448
C -3.688 -0.508 -1.643
H -3.592 -1.322 -0.915
O -3.939 0.727 -0.994
C -4.456 0.659 0.313
C -3.348 0.958 1.342
H -3.726 0.723 2.343
O -2.234 0.102 1.133
H -1.986 0.131 0.183
C -2.941 2.447 1.256
N -1.856 2.879 2.099
C -1.964 2.731 3.520
H -3.007 2.836 3.817
H -1.404 3.548 3.986
C -1.402 1.373 4.032
N -0.494 0.808 3.012
C 0.372 1.876 2.482
H 1.168 1.434 1.881
H 0.825 2.404 3.324
C -0.492 2.824 1.625
H -0.485 2.506 0.582
H -0.050 3.829 1.667
C 0.261 -0.374 3.503
C 0.924 -1.092 2.358
C 2.290 -0.974 2.131
C 2.881 -1.596 1.046
C 2.099 -2.338 0.172
C 0.738 -2.485 0.401
C 0.158 -1.865 1.490
H -0.901 -1.981 1.664
H 0.141 -3.079 -0.273
Cl 2.816 -3.067 -1.208
H 3.941 -1.503 0.875
H 2.904 -0.399 2.810
H -0.450 -1.038 4.000
H 1.000 -0.038 4.234
H -1.113 0.484 2.199
H -2.201 0.652 4.215
H -0.849 1.519 4.962
H -2.679 2.669 0.220
H -3.823 3.043 1.509
H -5.242 1.413 0.402
H -4.892 -0.325 0.515
H -4.514 -0.742 -2.326
H -2.479 0.431 -3.163
H -2.232 -1.335 -2.987
H -0.427 -0.583 -4.088
H 1.879 -0.377 -4.765
H 4.406 1.354 -2.914
H 4.633 -0.363 -2.617
*
```